(1)
Computed, not measured: 2 unconnected molecules or ions with the total composition CBrClOS in a non-equilibrium geometry, with wB97M-V/def2-TZVPD.

Properties
Spin multiplicity ... 1
Lowest unoccupied orbital energy (alpha / beta) ... -0.4 / -2.3 eV
Gap between HOMO and LUMO (alpha / beta) ... 8.65 / 5.66 eV

Each line ends with the Mulliken charge.
Element x y z (Å)
C 1.3714 -0.1312 -0.2333  0.3393
O 2.3200 0.4319 -0.4883  -0.2540
S -1.5648 1.3630 0.3906  -0.1176
Cl 0.7070 -1.4286 0.4379  0.0075
Br -2.8336 -0.2350 -0.1069  0.0248

***

(2)
Computed, not measured: a gas-phase ion, CBrF2O3S (charge -1) in a non-equilibrium geometry, with wB97M-V/def2-TZVPD.

Properties
Spin multiplicity ... 1
Lowest unoccupied orbital energy ... 3.6 eV
Net charge ... -1
Gap between HOMO and LUMO ... 8.57 eV

Each line ends with the Mulliken charge.
Element x y z (Å)
C 0.3503 1.7541 -0.9481  0.0014
O 0.2774 -1.6647 -0.8689  -0.4943
O 0.3675 -2.1799 1.5921  -0.5776
O -1.3377 -0.7172 0.6879  -0.5227
F -0.2972 2.5850 -0.0415  -0.1742
F -0.6966 1.0950 -1.5138  -0.1018
S -0.0487 -1.3253 0.4677  0.9922
Br 1.3849 0.4531 0.6246  -0.1230

***

(3)
Computed, not measured: 2 unconnected molecules or ions with the total composition CBrFN2O2 in a non-equilibrium geometry, with wB97M-V/def2-TZVPD.

Properties
Spin multiplicity ... 1
Lowest unoccupied orbital energy ... -0.9 eV
Gap between HOMO and LUMO ... 9.74 eV

Each line ends with the Mulliken charge.
Element x y z (Å)
C 0.4594 0.3692 0.0565  0.4078
N -0.1024 1.4668 0.0981  -0.1886
N -0.8634 -1.1337 0.0190  0.7969
O -1.9781 -0.7466 0.0367  -0.4378
O -0.3281 -2.1449 -0.0474  -0.4241
F 0.6324 2.6482 -0.0306  -0.1411
Br 2.1803 -0.4591 -0.1323  -0.0131

***

(4)
Computed, not measured: 2 unconnected molecules or ions with the total composition CBrFNO2 in a non-equilibrium geometry, with wB97M-V/def2-TZVPD.

Properties
Spin multiplicity ... 1
Lowest unoccupied orbital energy (alpha / beta) ... 0.3 / 3.2 eV
Net charge ... -1
Gap between HOMO and LUMO (alpha / beta) ... 4.66 / 9.04 eV

Each line ends with the Mulliken charge.
Element x y z (Å)
C -0.3159 0.6800 -0.4190  0.6783
N -0.3793 -0.3216 0.7473  -0.0208
O -0.0301 1.6169 0.3424  -0.5270
O -0.5556 0.4654 -1.5943  -0.6201
F -1.5200 -0.9939 0.8325  -0.1278
Br 2.8009 -1.4467 0.0912  -0.3825

***

(5)
Computed, not measured: a single CBrN3O molecule in a non-equilibrium geometry, with wB97M-V/def2-TZVPD.

Properties
Spin multiplicity ... 1
Lowest unoccupied orbital energy ... -0.3 eV
Gap between HOMO and LUMO ... 11.10 eV

Each line ends with the Mulliken charge.
Element x y z (Å)
Br 1.0739 -0.3427 2.2091  -0.0614
C 0.1848 -0.1099 0.5519  0.5414
N 0.5308 0.9132 -0.2911  -0.2351
N -0.1740 0.7649 -1.3051  0.0624
O -0.9003 -0.2852 -1.3017  -0.0650
N -0.7153 -0.9403 0.1368  -0.2424

***

(6)
Computed, not measured: a single CBrN3O molecule in a non-equilibrium geometry, with wB97M-V/def2-TZVPD.

Properties
Spin multiplicity ... 1
Lowest unoccupied orbital energy ... 0.4 eV
Gap between HOMO and LUMO ... 11.35 eV

Each line ends with the Mulliken charge.
Element x y z (Å)
Br -2.5245 0.0326 -0.0035  -0.0073
C -0.7220 -0.1137 0.0278  0.3321
N 0.4080 1.2414 0.0116  -0.1721
N 1.4407 0.6510 -0.0244  0.0468
O 1.3459 -0.7087 -0.0283  -0.0187
N 0.0518 -1.1026 0.0167  -0.1807

***

(7)
Computed, not measured: 2 unconnected molecules or ions with the total composition CBrN3O2 in a non-equilibrium geometry, with wB97M-V/def2-TZVPD.

Properties
Spin multiplicity ... 1
Lowest unoccupied orbital energy (alpha / beta) ... -1.1 / -2.9 eV
Gap between HOMO and LUMO (alpha / beta) ... 9.58 / 6.27 eV

Each line ends with the Mulliken charge.
Element x y z (Å)
C 0.1643 -1.8832 -0.0219  0.5197
N -0.3219 -2.9520 0.0214  -0.3684
N 0.5938 -0.7285 -0.1857  -0.2747
N -0.8141 1.6162 0.1620  0.9139
O -1.9531 1.5883 0.0228  -0.4652
O 0.1108 2.2124 -0.0283  -0.4376
Br 2.2201 0.1468 0.0297  0.1123

***

(8)
Computed, not measured: 2 unconnected molecules or ions with the total composition CCl2F2O in a non-equilibrium geometry, with wB97M-V/def2-TZVPD.

Properties
Spin multiplicity ... 1
Lowest unoccupied orbital energy ... -1.2 eV
Gap between HOMO and LUMO ... 10.86 eV

Each line ends with the Mulliken charge.
Element x y z (Å)
O 1.4910 1.1278 0.0733  -0.3597
C 1.2032 -0.0067 -0.1331  0.6022
F 1.1817 -0.4877 -1.3907  -0.1725
Cl 1.1872 -1.3389 0.9249  -0.0717
F -2.0991 -0.2924 0.5404  -0.1648
Cl -2.9639 0.9979 -0.0148  0.1665

***

(9)
Computed, not measured: 2 unconnected molecules or ions with the total composition CCl2N2 in a non-equilibrium geometry, with wB97M-V/def2-TZVPD.

Properties
Spin multiplicity ... 1
Lowest unoccupied orbital energy ... -0.9 eV
Gap between HOMO and LUMO ... 8.12 eV

Each line ends with the Mulliken charge.
Element x y z (Å)
C -0.2020 -0.4641 0.7851  0.1327
N -0.0447 0.5367 -1.2463  0.1558
N -0.7975 0.7313 -2.0260  -0.1949
Cl 0.1489 0.7787 1.9978  -0.0944
Cl 0.8953 -1.5826 0.4895  0.0007

***

(10)
Computed, not measured: 2 unconnected molecules or ions with the total composition CCl2NO2 in a non-equilibrium geometry, with wB97M-V/def2-TZVPD.

Properties
Spin multiplicity ... 1
Lowest unoccupied orbital energy ... 3.7 eV
Net charge ... -1
Gap between HOMO and LUMO ... 6.16 eV

Each line ends with the Mulliken charge.
Element x y z (Å)
C -0.7915 0.6492 -0.0768  0.7299
N 1.9982 -0.9344 -0.3695  -0.3541
O -0.8185 1.1308 -1.1450  -0.4417
O -1.0456 0.2599 0.9761  -0.3714
Cl 2.0354 -2.1510 0.8575  -0.2658
Cl 1.8020 0.6548 0.3601  -0.2969

***

(11)
Computed, not measured: 2 unconnected molecules or ions with the total composition CCl2NO2 in a non-equilibrium geometry, with wB97M-V/def2-TZVPD.

Properties
Spin multiplicity ... 1
Lowest unoccupied orbital energy ... 3.2 eV
Net charge ... -1
Gap between HOMO and LUMO ... 5.28 eV

Each line ends with the Mulliken charge.
Element x y z (Å)
C -0.3338 -1.9578 0.5399  0.6995
N 0.8168 1.5291 -0.5614  -0.3878
O -0.3990 -2.4893 -0.4846  -0.3627
O -0.3968 -1.5947 1.6383  -0.3656
Cl 0.9295 3.0203 0.3129  -0.3049
Cl -0.6167 1.4923 -1.4450  -0.2786

***

(12)
Computed, not measured: a molecular structure, CCl2NO2 in a non-equilibrium geometry, with wB97M-V/def2-TZVPD.

Properties
Spin multiplicity ... 1
Lowest unoccupied orbital energy ... 3.8 eV
Net charge ... -1
Gap between HOMO and LUMO ... 7.77 eV

Each line ends with the Mulliken charge.
Element x y z (Å)
C -0.6583 0.0641 0.0941  0.6745
N 1.1344 -0.1278 -0.4471  -0.2538
O -1.1267 -0.9732 -0.0807  -0.4953
O -0.8967 1.1841 0.4671  -0.5877
Cl 1.6638 -1.6265 0.1871  -0.1629
Cl 2.0176 1.2953 -0.0018  -0.1749

***

These records have energy relative to the best compared isomer or geometry (same formula, charge and spin) values of 297.6, 136.1, 163.9, 183.9, 93.4, 145.0, 155.6, 47.5, 58.0, 48.9, 53.7, 12.2 kJ/mol, in the order they appear.
These records have DFT total energy values of -3545.62294, -3435.76119, -2971.73187, -2917.14010, -2851.51065, -2851.49102, -2926.61331, -1233.38028, -1067.91368, -1163.72111, -1163.71925, -1163.73508 Ha, in the order they appear.